{
  "formula": "C6H16N2",
  "method": "wB97M-V/def2-TZVPD",
  "species": ["C", "C", "C", "N", "C", "C", "N", "C", "H", "H", "H", "H", "H", "H", "H", "H", "H", "H", "H", "H", "H", "H", "H", "H"],
  "xyz": [[-0.310, -1.208, -2.532], [0.825, -0.198, -2.186], [-1.525, -0.896, -1.655], [-1.271, -1.297, -0.309], [-1.088, -0.432, 0.846], [0.299, -0.217, 1.570], [0.551, 1.177, 1.941], [1.168, 1.110, 3.163], [0.013, -2.135, -2.328], [-0.711, -0.941, -3.587], [0.734, 0.759, -2.703], [0.834, -0.002, -1.141], [1.861, -0.641, -2.313], [-2.225, -1.646, -2.002], [-1.740, 0.177, -1.892], [0.064, 2.174, -0.595], [-1.880, -0.675, 1.642], [-1.336, 0.613, 0.524], [1.058, -0.723, 1.033], [0.147, -0.857, 2.612], [0.479, 2.757, -0.685], [0.416, 0.709, 3.847], [1.661, 2.055, 3.493], [1.977, 0.334, 3.255]],
  "homo_lumo_gap_ev": [5.529, 6.198],
  "energy_ha": -347.1638,
  "total_charge": 1,
  "e_homo_ev": [-13.4, -14.1],
  "multiplicity": 2,
  "relative_energy_kj_mol": 663.2,
  "s2": 1.062,
  "largest_force_ev_per_a": 5.0
}